1.
Below is 2 unconnected molecules or ions with the total composition C6H16NO, with properties calculated with ωB97M-V/def2-TZVPD.

Each line ends with the natural charge from an NBO analysis.
CARTESIAN COORDINATES (ANGSTROEM)
C -0.599 -1.305 -0.220  -0.2289
O -2.014 -0.970 0.113  -0.5883
C 0.243 -0.346 0.478  0.3770
C 0.596 0.925 -0.046  -0.5972
C 1.720 1.115 -1.187  -0.3002
C 2.859 0.118 -0.998  -0.4163
C 3.484 0.133 0.390  -0.6322
N -5.151 0.325 1.088  -1.1298
H -0.501 -1.326 -1.305  0.2251
H -0.562 -2.284 0.248  0.2570
H -1.951 -0.028 0.327  0.4685
H 0.312 -0.420 1.566  0.2370
H 0.863 1.679 0.699  0.2685
H -0.305 1.373 -0.533  0.3307
H 1.963 2.173 -1.165  0.2452
H 1.191 0.859 -2.105  0.2253
H 2.479 -0.880 -1.241  0.2026
H 3.641 0.440 -1.684  0.2502
H 3.627 1.182 0.670  0.2164
H 2.978 -0.393 1.209  0.2013
H 4.507 -0.250 0.392  0.2525
H -4.479 -0.410 1.179  0.3668
H -4.995 1.145 1.637  0.3769
H -6.034 0.131 0.668  0.3919

The value obtained for the energy above the lowest of the compared OMol25 structures with the same formula, charge and spin is 105.74 kcal/mol. For the HOMO-LUMO gap, the calculation gives 4.39 eV. Its net charge is +1. The value obtained for the max |F| is 2.402 eV Å⁻¹. The total energy comes out at -10008.7269 eV.



2.
Below is C4H4Cl2O in the gas phase, with properties calculated with ωB97M-V/def2-TZVPD.

Each line ends with the natural charge from an NBO analysis.
CARTESIAN COORDINATES (ANGSTROEM)
C -0.363 0.027 -1.134  -0.3551
C 0.605 0.089 -0.264  -0.0822
C 0.617 -0.176 1.184  -0.4119
Cl 1.260 -1.844 1.384  -0.0577
C 2.137 0.364 -0.869  0.5433
O 2.882 1.294 -0.862  -0.4788
Cl 2.388 -1.136 -1.785  -0.0656
H -1.383 -0.004 -0.765  0.2153
H -0.173 0.319 -2.163  0.2210
H -0.259 -0.083 1.830  0.2429
H 1.416 0.482 1.466  0.2289

The value obtained for the energy above the lowest of the compared OMol25 structures with the same formula, charge and spin is 14.94 kcal/mol. For the HOMO-LUMO gap, the calculation gives 10.88 eV. The value obtained for the max |F| is 2.700 eV Å⁻¹. As for the SMILES: C=C(CCl)C(=O)Cl. The total energy comes out at -31303.7659 eV.



3.
Below is a gas-phase ion, C33H32N3S (charge +1), with properties calculated with ωB97M-V/def2-TZVPD.

Each line ends with the natural charge from an NBO analysis.
CARTESIAN COORDINATES (ANGSTROEM)
C 4.922 -0.464 0.409  -0.2284
C 5.201 0.466 -0.595  -0.2113
C 4.374 1.573 -0.772  -0.2037
C 3.269 1.757 0.059  -0.0677
C 2.359 2.937 -0.182  -0.2219
N 0.956 2.665 0.197  -0.4318
C 0.314 3.608 1.129  -0.2498
C -0.959 4.239 0.612  0.0409
C -2.061 4.403 1.456  -0.2400
C -3.251 4.936 0.954  -0.2042
C -3.327 5.349 -0.381  -0.2113
C -2.208 5.223 -1.213  -0.1995
C -1.021 4.681 -0.710  -0.2301
C 0.345 1.549 -0.293  0.0847
C -0.733 0.927 0.239  -0.3755
C -1.382 -0.275 -0.365  -0.0671
C -2.975 -0.153 -0.177  -0.0480
C -3.828 -0.507 -1.226  -0.2142
C -5.224 -0.533 -1.090  -0.2072
C -5.830 -0.116 0.105  -0.1964
C -5.006 0.441 1.088  -0.2247
C -3.605 0.459 0.927  -0.1623
C 3.023 0.864 1.103  -0.1594
C 3.834 -0.261 1.257  -0.2308
H 5.552 -1.348 0.527  0.2229
H 6.062 0.329 -1.247  0.2231
H 4.565 2.313 -1.555  0.2200
H 2.688 3.822 0.385  0.2267
H 2.387 3.206 -1.253  0.2006
H 0.122 3.103 2.091  0.1974
H 1.057 4.405 1.322  0.2223
H -1.974 4.103 2.505  0.2110
H -4.119 5.025 1.609  0.2204
H -4.255 5.773 -0.771  0.2234
H -2.251 5.538 -2.256  0.2206
H -0.137 4.589 -1.347  0.2108
H 0.824 1.110 -1.172  0.1931
H -1.307 1.458 0.980  0.2114
H -1.209 -0.233 -1.453  0.2154
H -3.380 -0.743 -2.200  0.2147
H -5.852 -0.884 -1.915  0.2281
H -6.920 -0.157 0.231  0.2308
H -5.465 0.869 1.991  0.2272
H -3.032 1.004 1.681  0.2104
H 2.190 1.040 1.790  0.2151
H 3.610 -0.976 2.046  0.2175
C 3.583 -5.582 -1.029  -0.1750
C 2.313 -5.287 -0.515  -0.2496
C 1.843 -3.975 -0.616  0.2090
C 2.583 -2.953 -1.189  -0.2299
C 3.865 -3.245 -1.666  -0.1782
C 4.356 -4.559 -1.604  -0.2040
S 1.641 -1.445 -1.170  0.4775
C 0.306 -2.175 -0.335  0.3475
N -0.846 -1.598 0.141  -0.3896
C -1.888 -2.479 0.668  -0.2188
C -1.284 -3.651 1.395  -0.4278
C -0.323 -4.418 0.525  -0.2170
N 0.593 -3.502 -0.142  -0.3756
H 3.966 -6.600 -0.985  0.2381
H 1.700 -6.064 -0.055  0.2323
H 4.471 -2.443 -2.083  0.2398
H 5.343 -4.804 -2.006  0.2396
H -2.446 -1.842 1.368  0.2472
H -2.600 -2.820 -0.124  0.2150
H -0.782 -3.264 2.290  0.2234
H -2.113 -4.308 1.690  0.2467
H 0.251 -5.100 1.149  0.2290
H -0.874 -5.000 -0.229  0.2172

The value obtained for the energy above the lowest of the compared OMol25 structures with the same formula, charge and spin is 32.73 kcal/mol. For the HOMO-LUMO gap, the calculation gives 7.80 eV. Its net charge is +1. The value obtained for the max |F| is 1.796 eV Å⁻¹. The total energy comes out at -50039.9842 eV.



4.
Below is a molecular structure, C6H10O, with properties calculated with ωB97M-V/def2-TZVPD.

Each line ends with the natural charge from an NBO analysis.
CARTESIAN COORDINATES (ANGSTROEM)
C -2.285 -0.777 0.493  -0.2479
C -0.205 -0.227 -0.762  0.0418
O -0.901 -0.730 0.872  -0.6095
C 0.110 1.233 -0.417  -0.5830
C 1.524 1.267 0.128  -0.2329
C 2.106 0.078 -0.023  -0.2014
C 1.153 -0.903 -0.674  -0.5812
H -2.910 -0.854 1.386  0.1732
H -2.372 -1.657 -0.142  0.2150
H -2.544 0.095 -0.113  0.1992
H -0.748 -0.037 1.535  0.4914
H 0.032 1.794 -1.359  0.2419
H -0.643 1.702 0.237  0.2053
H 2.004 2.161 0.519  0.2079
H 3.140 -0.153 0.224  0.2075
H 1.098 -1.884 -0.187  0.2349
H 1.442 -1.106 -1.717  0.2377

The value obtained for the energy above the lowest of the compared OMol25 structures with the same formula, charge and spin is 97.12 kcal/mol. For the HOMO-LUMO gap, the calculation gives 8.17 eV. The value obtained for the max |F| is 0.347 eV Å⁻¹. The total energy comes out at -8427.0286 eV.



Q: Which of these has the highest max |F|?
A: C4H4Cl2O